ORCA calculation (ωB97M-V with the def2-TZVPD basis set) on a structure of composition C33H37N8O9P2S4Sr.

```
94
Properties=species:S:1:pos:R:3:lowdin_charge:R:1
Sr 0.050 -0.713 -0.060 1.387
N -4.175 -2.471 -2.266 0.140
C -3.428 -1.156 -2.398 -0.469
C -4.125 -0.318 -3.458 -0.081
P -1.767 -1.748 -3.046 0.291
O -1.238 -0.538 -3.938 -0.158
O -2.180 -2.886 -3.927 -0.325
O -0.847 -2.035 -1.895 -0.461
P -3.431 -0.442 -0.678 0.307
O -4.620 0.642 -0.720 -0.142
O -2.150 0.287 -0.429 -0.476
O -3.837 -1.594 0.189 -0.324
H -3.698 -3.114 -2.936 0.114
H -5.160 -2.354 -2.489 0.151
H -4.085 -2.737 -1.267 0.117
H -4.092 -0.821 -4.427 0.092
H -3.625 0.638 -3.579 0.043
H -5.163 -0.120 -3.174 0.083
H -1.199 0.345 -3.507 -0.012
H -4.272 1.474 -1.097 0.045
S 6.102 -1.097 4.479 1.030
C 7.236 -2.141 3.738 -0.432
C 6.865 -2.461 2.470 -0.181
C 5.639 -1.854 2.085 -0.097
C 5.097 -1.082 3.075 -0.473
C 3.847 -0.314 3.034 -0.183
C 3.103 -0.269 1.829 -0.046
N 1.975 0.389 1.706 0.092
C 1.502 1.083 2.760 -0.164
C 2.150 1.100 4.000 -0.141
C 1.592 1.870 5.077 -0.031
C 0.475 2.608 4.895 -0.029
C -0.191 2.641 3.623 -0.141
C -1.311 3.451 3.361 0.022
C -1.876 3.461 2.106 -0.178
C -1.315 2.603 1.130 -0.059
N -0.277 1.840 1.354 0.113
C 0.304 1.865 2.568 -0.168
C -3.011 4.311 1.734 -0.470
C -3.468 4.581 0.475 -0.097
C -4.586 5.459 0.472 -0.179
C -4.958 5.840 1.723 -0.425
S -3.960 5.132 2.920 1.029
C 3.342 0.366 4.118 0.019
H 8.114 -2.460 4.276 0.058
H 7.441 -3.108 1.824 0.101
H 5.183 -1.983 1.111 0.096
H 3.444 -0.792 0.941 0.085
H 2.096 1.860 6.036 0.109
H 0.067 3.199 5.707 0.110
H -1.703 4.080 4.153 0.102
H -1.739 2.532 0.133 0.057
H -3.027 4.171 -0.425 0.091
H -5.085 5.791 -0.426 0.099
H -5.768 6.491 2.008 0.058
H 3.860 0.355 5.072 0.100
C 0.680 -6.255 0.600 -0.033
N 1.554 -5.154 0.246 -0.062
C 2.734 -5.349 -0.408 -0.076
C 3.508 -4.318 -0.775 -0.005
C 3.061 -2.959 -0.476 -0.532
O 3.755 -1.982 -0.806 -0.055
N 1.876 -2.803 0.180 0.110
C 1.118 -3.856 0.534 -0.534
O 0.027 -3.740 1.110 -0.024
H 1.159 -7.188 0.307 0.080
H -0.278 -6.159 0.091 0.094
H 0.490 -6.262 1.672 0.089
H 2.995 -6.381 -0.607 0.117
H 4.442 -4.464 -1.295 0.098
N -1.031 -1.347 2.380 0.002
H -2.009 -1.317 2.093 0.018
H -0.983 -1.035 3.342 0.027
H -0.736 -2.321 2.329 -0.004
C 3.874 -0.239 -4.438 -0.017
N 3.119 0.358 -3.360 -0.121
C 3.412 1.526 -2.694 -0.065
C 2.500 1.621 -1.688 -0.137
N 1.666 0.533 -1.719 -0.024
C 2.068 -0.199 -2.731 -0.180
H 4.217 0.538 -5.119 0.087
H 3.228 -0.921 -4.988 0.093
H 4.730 -0.791 -4.050 0.091
H 4.215 2.171 -3.005 0.110
H 2.383 2.397 -0.951 0.102
H 1.629 -1.136 -3.039 0.135
C -5.204 3.614 -2.447 -0.157
O -3.871 3.188 -2.171 -0.362
C -2.949 3.141 -3.204 -1.384
S -3.458 3.433 -4.765 0.532
S -1.422 2.643 -2.683 0.569
H -5.718 3.581 -1.486 0.084
H -5.688 2.951 -3.163 0.064
H -5.209 4.624 -2.857 0.070
```

## Properties
E_HOMO	-4.46	eV
net charge	-1
frontier orbital gap	0.2245	hartree



ORCA calculation (ωB97M-V with the def2-TZVPD basis set) on a structure of composition C33H38BCl2N11O2STi.

```
89
Properties=species:S:1:pos:R:3:lowdin_charge:R:1
Ti 0.031 0.016 -0.088 0.863
C -1.448 -1.490 2.973 -0.019
C -1.958 -0.155 2.543 -0.344
C -2.957 0.623 3.145 0.001
C -2.978 1.813 2.436 -0.283
C -3.820 3.026 2.641 -0.017
N -2.051 1.726 1.467 0.041
N -1.435 0.517 1.519 0.031
B -1.492 2.820 0.527 -0.506
N 0.026 2.943 0.735 0.044
N 0.869 1.964 0.311 0.023
C 2.109 2.407 0.464 -0.319
C 3.286 1.577 0.076 -0.001
C 2.082 3.703 0.991 0.023
C 0.745 4.005 1.151 -0.271
C 0.114 5.243 1.687 -0.019
N -1.761 2.429 -0.943 0.038
N -1.226 1.289 -1.454 -0.002
C -1.530 1.252 -2.753 -0.338
C -1.095 0.143 -3.647 -0.027
C -2.289 2.383 -3.082 0.026
C -2.405 3.109 -1.909 -0.265
C -3.085 4.414 -1.673 -0.017
H -2.129 -1.935 3.698 0.078
H -1.332 -2.167 2.126 0.045
H -0.462 -1.376 3.428 0.080
H -3.563 0.358 3.994 0.108
H -4.591 2.818 3.382 0.081
H -3.226 3.869 2.995 0.082
H -4.306 3.334 1.716 0.077
H -2.028 3.856 0.766 0.114
H 3.161 0.539 0.384 0.064
H 3.424 1.581 -1.007 0.089
H 4.192 1.969 0.537 0.087
H 2.925 4.326 1.230 0.111
H 0.887 5.933 2.020 0.082
H -0.492 5.748 0.934 0.077
H -0.532 5.022 2.538 0.080
H -0.936 -0.775 -3.086 0.038
H -1.844 -0.027 -4.420 0.085
H -0.151 0.393 -4.128 0.055
H -2.683 2.646 -4.049 0.112
H -3.584 4.734 -2.586 0.082
H -3.829 4.344 -0.880 0.076
H -2.371 5.187 -1.388 0.085
Cl 5.992 -3.750 -1.752 0.634
C 4.557 -2.759 -1.642 -0.676
C 4.243 -1.935 -2.732 -0.150
C 3.102 -1.172 -2.636 -0.581
Cl 2.700 -0.108 -3.952 0.706
C 2.265 -1.194 -1.510 -0.356
O 1.168 -0.450 -1.476 -0.225
C 2.633 -1.985 -0.386 -0.169
C 1.926 -1.956 0.826 -0.190
O 0.927 -1.136 1.009 -0.256
C 3.800 -2.795 -0.508 -0.071
H 4.869 -1.898 -3.609 0.096
H 2.204 -2.583 1.671 0.117
H 4.096 -3.425 0.320 0.109
N -0.110 1.579 6.629 0.119
C 0.776 1.288 5.617 -0.378
C 0.404 1.451 4.266 -0.078
N 1.243 1.200 3.287 0.106
C 2.475 0.795 3.619 -0.123
C 2.837 0.650 4.942 -0.123
N 1.994 0.889 5.949 0.115
H -1.088 1.516 6.404 0.085
H 0.149 1.226 7.535 0.092
H -0.597 1.781 4.004 0.101
H 3.163 0.577 2.814 0.095
H 3.835 0.323 5.209 0.103
N -3.633 -0.229 -0.866 0.136
C -3.236 -1.399 -0.320 -0.766
S -1.706 -2.046 -0.621 0.782
N -4.143 -1.939 0.521 0.076
C -4.083 -3.131 1.275 -0.261
C -3.467 -4.289 0.818 -0.048
C -3.466 -5.413 1.632 -0.068
C -4.084 -5.396 2.874 -0.089
C -4.721 -4.244 3.308 -0.086
C -4.720 -3.111 2.514 -0.042
H -2.991 0.219 -1.502 0.053
H -4.613 -0.051 -1.012 0.118
H -4.893 -1.323 0.795 0.144
H -2.988 -4.315 -0.149 0.073
H -2.978 -6.311 1.279 0.108
H -4.075 -6.281 3.496 0.102
H -5.213 -4.220 4.272 0.104
H -5.200 -2.203 2.860 0.111
```

## Properties
E_HOMO (alpha / beta)	-5.17 / -5.18	eV
net charge	0
frontier orbital gap (alpha / beta)	0.1930 / 0.1934	hartree



Total energy readings, ordered: -4701.7136 -4226.2725 hartree